1.
Here is a 10-piece molecular cluster, C33H65F9N10O13S3 overall in a non-equilibrium geometry from OMol25. Energies are from ωB97M-V/def2-TZVPD.

Its net charge is +4. The calculation puts the energy above the lowest of the compared OMol25 structures with the same formula, charge and spin at 0.227 eV. For the LUMO energy, the calculation gives -10.403 eV. The value obtained for the frontier orbital gap is 4.2 eV.

Geometry as XYZ:
```
133
C33H65F9N10O13S3, DFT ωB97M-V/def2-TZVPD
S 0.310 0.323 0.613
S 1.406 4.744 -3.963
S -5.303 -0.396 -2.139
F -0.226 0.687 -1.954
F -0.799 6.044 -3.257
F -3.154 -1.314 -0.880
F 1.068 2.191 -1.089
F -0.724 4.031 -2.462
F -2.717 -0.677 -2.924
F 0.483 5.597 -1.562
F -1.013 2.220 -0.537
F -3.170 0.838 -1.320
O -5.841 0.385 -1.034
O -1.185 -2.710 5.089
O -0.948 -0.406 0.764
O -5.673 -1.815 -2.145
O 1.597 3.292 -3.961
O 0.879 5.281 -5.198
O 2.627 5.378 -3.448
O 3.478 3.096 0.724
O -5.434 0.241 -3.446
O -1.995 -4.228 -3.421
O 1.456 -0.512 0.257
O 2.702 -1.092 4.977
O 0.627 1.269 1.711
N 4.033 -3.050 4.806
N 3.922 0.324 -2.467
N -1.044 0.829 4.605
N -1.442 1.162 -5.767
N 2.014 3.526 2.510
N 5.224 0.182 -0.671
N -3.428 1.322 -6.685
N -0.384 -4.059 -1.712
N -2.132 -3.954 3.265
N -3.150 0.698 3.791
C -2.201 1.966 -4.942
C 0.198 1.432 4.968
C 5.158 0.474 1.725
C -1.797 0.050 5.456
C -2.312 -2.606 2.608
C 5.278 1.513 -1.094
C 2.440 -2.258 2.937
C -4.286 1.267 -9.059
C -3.423 -0.358 -1.810
C -3.061 -0.032 4.950
C 4.429 -0.484 -1.522
C -1.244 -5.097 5.413
C 4.316 4.604 2.416
C 2.951 -2.077 4.357
C 0.883 4.336 1.910
C -3.421 2.033 -5.492
C -0.074 0.731 -5.585
C -0.003 1.440 -0.878
C 5.775 -0.360 0.580
C -0.456 -2.514 -1.538
C -1.623 -4.681 -2.386
C 3.296 3.757 1.694
C -2.189 0.839 -6.836
C 4.520 -2.916 6.252
C -1.930 1.243 3.637
C -2.322 -5.754 -1.561
C -4.305 0.885 2.866
C -4.556 1.061 -7.552
C 0.011 5.125 -2.721
C -1.524 -3.776 4.703
C -4.810 -0.330 2.070
C 4.488 1.565 -2.220
C 2.978 0.024 -3.536
H 4.147 4.549 3.493
H -0.556 -2.101 -2.540
H 2.055 3.864 3.466
H -1.402 -2.021 2.708
H -4.989 0.064 -7.468
H 4.848 -2.943 4.198
H 5.329 4.221 2.307
H 5.676 1.423 1.841
H 0.560 -2.286 -1.224
H 1.124 5.390 2.038
H 5.619 -1.438 0.541
H 4.071 0.477 1.680
H -1.752 -6.686 -1.539
H -2.527 -5.395 -0.554
H 1.818 -1.393 2.709
H -0.143 -4.493 -0.827
H -3.214 -5.985 -2.141
H 4.254 5.645 2.095
H 1.845 2.511 2.433
H -3.936 1.585 2.115
H -0.056 0.081 -4.709
H 2.009 -0.214 -3.098
H -1.281 -2.276 -0.874
H -5.113 1.398 3.386
H -4.357 2.421 -5.123
H -3.950 -0.857 1.657
H -5.174 0.942 -9.595
H -3.382 0.722 -9.339
H 4.348 2.433 -2.850
H -1.381 -0.359 6.362
H -3.004 -2.077 3.263
H 6.858 -0.250 0.527
H -0.747 -4.971 6.372
H -3.020 -4.453 3.211
H 5.934 2.220 -0.616
H 4.129 -1.512 -1.402
H 3.865 -4.045 4.644
H -2.757 -2.756 1.628
H 3.262 -0.871 -4.089
H 0.194 1.692 6.027
H 5.421 -3.522 6.359
H 1.029 0.777 4.720
H 5.498 -0.050 2.627
H 3.734 -3.269 6.913
H -4.013 2.291 -9.314
H -5.478 -0.963 2.653
H -1.784 2.272 -3.997
H 4.892 -1.917 6.466
H 1.941 -3.193 2.690
H -1.549 1.927 2.895
H -1.494 -4.508 2.697
H -2.174 -5.664 5.428
H 0.409 -4.222 -2.332
H 2.903 0.870 -4.217
H 0.190 2.435 4.538
H -3.972 -0.409 5.391
H -1.855 0.234 -7.663
H -5.349 0.046 1.199
H -0.012 4.113 2.488
H 3.327 -2.143 2.308
H 0.388 0.339 -6.488
H 0.639 1.522 -5.331
H -5.385 1.730 -7.324
H 0.713 4.103 0.862
H -0.460 -5.603 4.843
```

---

2.
Here is a 3-piece molecular cluster, C33H66BO7S overall in a non-equilibrium geometry from OMol25. Energies are from ωB97M-V/def2-TZVPD.

Its net charge is -1. For the LUMO energy, the calculation gives 2.396 eV. The value obtained for the frontier orbital gap is 6.7 eV.

Geometry as XYZ:
```
108
C33H66BO7S, DFT ωB97M-V/def2-TZVPD
S -3.365 -1.010 1.265
O 1.049 -3.854 2.112
O 0.043 -2.253 -0.928
O 1.809 -6.525 -1.261
O -0.301 -2.258 1.338
O 3.829 1.291 0.128
O 1.813 2.181 0.594
O 3.105 -4.758 -1.488
C -3.501 3.363 -1.101
C -4.836 1.340 -1.900
C 5.766 1.601 1.559
C -5.652 2.064 -2.973
C 4.285 1.234 1.469
C -1.083 6.473 -5.137
C -2.340 -1.874 0.015
C 0.325 0.617 -1.150
C -0.210 5.223 -5.099
C -7.945 1.714 -1.910
C 1.552 -0.913 2.746
C 0.998 -3.074 -0.347
C 2.919 -4.551 4.554
C 0.983 -2.764 1.208
C 4.033 -3.995 5.496
C 2.469 1.410 0.002
C -2.898 -3.341 2.809
C -0.021 5.100 -2.529
C 1.856 -1.568 1.677
C 1.843 0.503 -1.043
C 2.277 -4.545 2.053
C 0.695 -4.523 -0.765
C 2.458 4.505 -2.547
C 1.891 -5.356 -1.185
C -0.395 4.390 -3.831
C 1.602 -3.937 5.047
C -3.109 -1.808 2.884
C -6.942 2.715 -2.476
C 4.598 -4.996 2.758
C 3.309 -4.170 3.119
C 1.417 5.616 -2.459
C -0.500 0.122 0.060
C -4.414 2.204 -0.714
B -0.740 -1.509 0.119
H -0.840 7.160 -4.324
H 0.093 1.677 -1.317
H -1.442 4.076 -3.764
H 3.715 -4.953 -0.763
H 0.743 -4.273 4.471
H -0.083 0.505 0.990
H -0.188 4.406 -1.700
H 6.200 1.087 2.417
H 2.714 -1.335 1.052
H 4.930 -4.612 5.477
H -6.717 3.474 -1.722
H -8.860 2.223 -1.602
H 2.263 0.850 -2.000
H 3.465 4.917 -2.454
H -5.899 1.346 -3.763
H -8.213 0.966 -2.660
H -2.595 2.996 -1.590
H -1.470 0.629 -0.035
H -0.940 7.012 -6.076
H -3.938 0.925 -2.370
H -2.519 -2.949 0.122
H -3.292 -3.769 1.893
H 1.599 6.354 -3.248
H -0.458 4.597 -5.961
H 4.347 -5.693 1.948
H 2.020 -2.807 -0.672
H 3.623 -3.132 3.061
H 5.932 2.674 1.621
H 1.548 6.144 -1.511
H 6.273 1.193 0.683
H -5.295 2.588 -0.189
H 0.188 -5.049 0.043
H -7.547 1.195 -1.037
H 0.188 3.470 -3.925
H 2.768 -4.407 1.078
H 0.854 -1.341 3.448
H 0.045 0.095 -2.067
H 0.043 -4.461 -1.633
H 2.900 -5.634 4.716
H 1.998 0.049 2.957
H -0.704 5.938 -2.361
H 1.482 -4.202 6.101
H 2.190 -0.523 -0.931
H -2.273 -1.309 3.374
H -3.982 -1.643 3.517
H 3.664 -3.830 6.506
H 4.190 0.235 1.903
H -5.032 2.830 -3.450
H 2.317 3.778 -1.744
H 2.408 3.976 -3.501
H -3.381 -3.800 3.677
H -3.887 1.568 0.001
H 4.917 -5.632 3.578
H 5.404 -4.368 2.381
H -2.141 6.211 -5.058
H 3.719 1.890 2.133
H -3.200 3.923 -0.214
H 4.319 -3.018 5.091
H -2.768 -1.598 -0.956
H -1.831 -3.523 2.917
H -5.401 0.482 -1.527
H 0.840 5.505 -5.219
H 1.647 -2.848 4.996
H -3.997 4.063 -1.779
H 2.080 -5.622 2.118
H -7.409 3.243 -3.313
```

---

3.
Here is a 5-piece molecular cluster, C33H66BrN3O17 overall in a non-equilibrium geometry from OMol25. Energies are from ωB97M-V/def2-TZVPD.

Its net charge is 0. For the LUMO energy, the calculation gives -0.254 eV. Its SMILES is N#CO[C@@](O)(C#N)[C@](Br)(C#N)COCOCCO.COCCOCCOC.COCCOCCOC.COCCOCCOC.COCCOCCOC. The value obtained for the frontier orbital gap is 8.9 eV.

Geometry as XYZ:
```
120
C33H66BrN3O17, DFT ωB97M-V/def2-TZVPD
Br 0.443 1.852 -2.264
O -1.655 1.833 1.211
O -6.418 -3.809 -3.500
O 2.057 8.726 -3.838
O 2.421 2.837 1.302
O -0.377 10.989 -3.717
O 7.131 -1.188 3.868
O -4.537 -3.099 -1.182
O -0.512 -4.304 0.698
O -3.217 -5.143 2.414
O 1.028 1.052 0.777
O -1.027 3.571 -0.303
O -3.586 -0.697 1.344
O 7.292 -4.029 2.693
O -0.400 -5.189 3.640
O -0.578 8.239 -2.346
O -4.513 -6.069 -1.995
O 4.540 -2.148 2.514
N 3.365 4.355 -1.766
N 3.869 0.557 -0.878
N 0.756 1.231 3.218
C -1.480 3.217 1.004
C 1.946 2.028 0.261
C 0.980 1.088 2.119
C -3.409 -6.928 -2.189
C 3.222 -2.010 3.005
C -5.300 -4.197 -0.685
C -1.372 -4.146 3.622
C -4.301 -3.080 -2.588
C 0.310 4.023 -0.315
C -2.459 1.208 0.217
C 6.692 -1.033 2.521
C 3.366 8.462 -3.372
C 1.330 2.917 -0.865
C 7.767 -3.566 3.950
C -7.761 -3.406 -3.670
C -0.263 -5.953 2.444
C 0.410 -5.194 1.316
C 5.187 -0.891 2.386
C 6.881 -2.451 4.478
C -0.862 10.685 -2.417
C -5.526 -2.708 -3.404
C 1.241 7.562 -3.861
C -0.125 9.491 -1.837
C 2.480 3.721 -1.484
C -4.542 -5.512 -0.688
C -4.216 -6.136 2.520
C -2.441 -0.328 0.562
C 3.126 1.236 -0.377
C 8.314 -4.611 1.912
C -1.336 11.661 -4.506
C 0.128 -3.211 0.074
C -0.221 7.932 -3.692
C -2.804 -4.647 3.683
H 0.754 -5.899 0.549
H -4.437 -6.499 1.516
H -2.450 3.762 1.158
H -3.471 -3.817 3.948
H -1.215 -3.473 2.778
H 3.334 8.041 -2.361
H -0.910 11.813 -5.497
H 2.610 -1.442 2.295
H 3.228 -1.516 3.983
H -1.184 -3.568 4.530
H 3.907 9.407 -3.335
H -1.220 -6.373 2.133
H 0.381 -6.794 2.713
H 7.083 -1.827 1.884
H -2.336 -0.948 -0.365
H -7.885 -2.870 -4.616
H -6.257 -4.278 -1.202
H -5.052 -6.230 -0.032
H 7.745 -4.413 4.647
H 1.272 -4.644 1.711
H -8.081 -2.773 -2.834
H -3.426 -7.274 -3.222
H 8.796 -3.199 3.861
H 8.713 -5.505 2.402
H -1.583 12.634 -4.070
H 7.146 -0.099 2.180
H -2.242 11.054 -4.611
H 0.363 4.846 -1.070
H -8.382 -4.301 -3.682
H 3.350 2.595 1.467
H 7.885 -4.894 0.952
H -3.858 -4.016 -2.927
H -1.937 10.468 -2.447
H 9.118 -3.890 1.731
H -3.858 -6.979 3.121
H -3.551 -2.298 -2.740
H -5.127 -5.720 2.960
H -5.523 -3.943 0.356
H -1.507 -0.505 1.162
H 1.533 6.870 -3.062
H -2.070 1.293 -0.819
H -3.533 1.520 0.238
H -5.219 -2.438 -4.423
H -2.468 -6.390 -2.022
H 3.883 7.778 -4.051
H 4.822 -0.192 3.148
H -0.336 9.458 -0.764
H -0.640 -2.553 -0.332
H 2.798 -3.007 3.127
H 0.717 -2.644 0.804
H 5.824 -2.715 4.422
H -0.518 8.730 -4.373
H 0.664 4.462 0.641
H 1.388 7.074 -4.832
H 0.771 -3.557 -0.742
H -6.024 -1.849 -2.938
H -0.807 3.560 1.824
H 0.955 9.593 -1.944
H -2.882 -5.429 4.446
H 7.117 -2.311 5.536
H -0.818 7.053 -3.952
H -0.691 11.565 -1.783
H -3.470 -7.794 -1.521
H -3.524 -5.345 -0.317
H -3.655 -1.662 1.257
H 4.946 -0.498 1.390
```

---

4.
Here is a 10-piece molecular cluster, C33H66O13 overall in a non-equilibrium geometry from OMol25. Energies are from ωB97M-V/def2-TZVPD.

Its net charge is 0. The calculation puts the energy above the lowest of the compared OMol25 structures with the same formula, charge and spin at 0.984 eV. For the LUMO energy, the calculation gives 0.596 eV. Its SMILES is CCOCCOCOC=O.CC(C)=O.CC(C)=O.CC(C)=O.CC(C)=O.CC(C)=O.CC(C)=O.CC(C)=O.CC(C)=O.CC(C)=O. The value obtained for the frontier orbital gap is 9.6 eV.

Geometry as XYZ:
```
112
C33H66O13, DFT ωB97M-V/def2-TZVPD
O 4.209 -0.993 -2.401
O 6.297 -0.054 -1.924
O 9.020 0.614 -1.626
O -9.572 1.904 0.848
O -3.031 -4.174 -2.247
O -5.868 -1.392 2.035
O -0.137 -6.561 -4.424
O 4.392 -3.143 -2.232
O -1.869 0.565 -0.698
O 2.731 2.203 -1.929
O 6.209 2.761 1.187
O 8.871 6.063 2.112
O -9.737 2.272 5.413
C 9.980 5.238 0.179
C -8.940 0.245 6.367
C -9.183 2.421 7.720
C 1.540 1.987 -2.029
C 4.920 0.185 -2.012
C -8.093 -0.565 1.885
C -11.129 2.438 2.559
C -2.665 -0.314 -0.438
C 6.808 0.272 -0.644
C -2.999 -5.361 -2.010
C 10.413 -1.361 -2.146
C 8.304 0.075 -0.547
C 9.350 -0.336 -2.609
C 4.007 3.349 1.860
C -10.649 2.378 1.131
C 4.624 -2.103 -1.788
C 6.112 4.498 2.802
C 1.745 -5.160 -4.812
C 0.535 3.111 -2.040
C -7.529 -3.075 1.803
C 5.512 3.466 1.883
C -11.568 2.935 0.068
C -9.329 1.704 6.400
C 9.799 6.181 1.344
C -7.046 -1.649 1.920
C 0.997 0.591 -2.143
C -4.124 -0.023 -0.208
C 1.260 -7.263 -6.215
C 10.827 7.275 1.510
C -2.692 -6.371 -3.082
C -2.232 -1.751 -0.333
C -3.260 -5.890 -0.618
C 0.857 -6.349 -5.084
H -9.557 -0.322 7.066
H 6.358 -0.370 0.121
H -11.758 3.992 0.257
H -1.796 -6.927 -2.820
H 5.761 5.493 2.527
H 9.952 5.795 -0.759
H -2.520 -5.857 -4.021
H -11.301 3.475 2.854
H -8.791 -0.694 2.714
H 10.578 7.876 2.382
H 2.246 -7.686 -6.019
H -11.100 2.828 -0.908
H 8.481 -0.822 -3.040
H 6.539 1.284 -0.350
H 5.834 4.284 3.836
H 0.324 0.389 -1.311
H -9.810 1.944 8.475
H -10.378 2.010 3.214
H 10.935 4.717 0.264
H 11.260 -1.389 -2.809
H -2.445 -2.131 0.668
H -12.513 2.390 0.070
H -8.050 -3.216 0.855
H -8.142 2.398 8.044
H 5.123 -2.012 -0.827
H -0.026 3.099 -2.976
H -0.156 2.998 -1.204
H 7.194 4.474 2.714
H -4.122 -6.558 -0.629
H -12.057 1.871 2.664
H -3.464 -5.059 0.054
H -2.385 -6.432 -0.256
H -3.532 -7.059 -3.200
H 3.712 2.574 1.154
H 1.054 4.064 -1.950
H -9.494 3.457 7.605
H -6.677 -3.751 1.842
H 1.342 -4.589 -3.979
H 9.176 4.504 0.178
H 3.564 4.295 1.547
H 2.751 -5.494 -4.557
H -7.616 0.407 1.976
H 0.455 0.475 -3.083
H -1.160 -1.818 -0.516
H 1.788 -4.517 -5.693
H 11.817 6.839 1.650
H 8.508 -0.979 -0.359
H -8.204 -3.309 2.628
H 3.639 3.085 2.853
H -4.301 1.046 -0.315
H -2.751 -2.358 -1.077
H -4.730 -0.558 -0.942
H 8.620 0.611 0.340
H 10.834 7.916 0.627
H 1.821 -0.120 -2.122
H 0.538 -8.073 -6.302
H -7.889 0.132 6.635
H 10.688 -1.101 -1.134
H 9.929 -2.324 -2.081
H 1.283 -6.707 -7.154
H -9.092 -0.146 5.363
H 4.760 0.907 -2.791
H -4.410 -0.331 0.798
H -8.638 -0.598 0.942
H 9.801 0.223 -3.418
H 4.529 0.614 -1.101
```

---

Number 1: E -133716.871 eV, HOMO energy -0.5356 hartree. Number 2: E -61138.523 eV, HOMO energy -0.1579 hartree. Number 3: E -144599.953 eV, HOMO energy -0.3382 hartree. Number 4: E -61907.006 eV, HOMO energy -0.3294 hartree.